Record 1
ORCA calculation (ωB97M-V/def2-TZVPD) on a structure of composition C34H42BrIrN7O3 in a non-equilibrium geometry.

Structure (XYZ):
```
88
Properties=species:S:1:pos:R:3:forces:R:3:lowdin_charge:R:1
Ir -0.93649 -0.29801 1.40197 -0.7248 -0.7695 1.3163 1.50
O -1.59779 -2.54721 4.97107 0.1124 -0.0950 0.0009 0.15
C -1.44299 -2.22721 3.81967 0.3127 -0.3544 0.1008 -0.47
N -1.99119 -1.16901 3.17817 0.5310 0.3139 -1.0167 0.00
C -2.82939 -0.27631 3.78057 -0.3720 0.3783 -0.1653 -0.46
O -2.90239 0.02729 4.94157 -0.0951 0.0215 -0.0797 0.15
C -3.72779 0.28729 2.70347 -0.5494 0.3106 0.6054 -0.20
C -4.98539 0.77889 3.01207 0.2930 -0.0426 -0.2385 0.04
C -5.82909 1.10349 1.96117 0.0246 -0.0206 0.0152 -0.01
C -5.39059 0.92819 0.65867 0.1628 -0.0054 0.0536 -0.02
C -4.09439 0.47859 0.44417 -0.4341 0.1848 -0.3680 -0.11
N -3.29519 0.17499 1.45157 0.8046 -0.1545 0.0250 0.00
C -0.65269 -3.06761 2.85037 0.1387 -0.6163 0.6214 -0.22
C -0.12379 -4.27631 3.27657 -0.1561 0.2298 -0.2693 0.04
C 0.53611 -5.06551 2.34847 -0.0415 0.0860 -0.0092 0.00
C 0.62781 -4.62091 1.03817 -0.0317 0.1693 0.0596 -0.01
C 0.10051 -3.38071 0.71197 0.3547 -0.3801 -0.4137 -0.11
N -0.50859 -2.61751 1.60537 -0.1282 0.8726 0.1035 0.00
H -5.27729 0.87329 4.04447 -0.0301 -0.0233 0.1462 0.13
H -6.82309 1.46819 2.16117 -0.1562 0.0490 -0.0093 0.12
H -6.03679 1.13979 -0.17723 -0.0302 0.0038 -0.1160 0.12
H -3.70819 0.33629 -0.55483 0.1030 0.0628 -0.0862 0.11
H -0.24649 -4.55851 4.31137 -0.0613 -0.0379 0.0381 0.14
H 0.96181 -6.01131 2.64357 0.0550 -0.1165 -0.0073 0.13
H 1.12021 -5.20671 0.28077 0.0250 -0.0892 -0.1122 0.12
H 0.16121 -2.99301 -0.29443 0.0601 0.0314 -0.0551 0.10
C 4.00541 -2.14061 -5.02873 -0.0554 0.0777 0.2063 -0.02
C 4.11151 -0.82971 -4.22723 0.2579 0.0422 -0.5000 -0.55
C 5.45751 -0.81781 -3.50183 -0.2315 0.0091 0.0037 -0.05
C 4.07431 0.36229 -5.20903 -0.0262 -0.0932 0.2176 -0.02
C 2.92811 -0.70191 -3.31053 -0.0948 -0.0431 0.1824 -0.10
C 3.06351 -0.45701 -1.93483 -0.1943 0.0660 0.5849 -0.03
C 1.95301 -0.37671 -1.14173 0.4272 0.1299 0.4959 -0.50
Br 2.13111 0.00759 0.71967 -0.0660 -0.1166 -0.4015 0.89
C 0.60861 -0.56851 -1.61743 0.4851 0.0315 -0.0906 -0.38
O -0.38249 -0.58901 -0.84583 -0.2635 0.0463 0.4227 -0.19
C 0.48181 -0.74401 -3.05723 -0.0851 -0.0433 -0.1678 -0.05
C 1.62001 -0.80051 -3.82013 -0.4748 -0.0666 -0.0339 0.06
C -0.91689 -0.83291 -3.62953 -0.2396 -0.0079 -0.1228 -0.53
C -1.65849 0.46839 -3.27343 0.1093 -0.0632 0.0297 -0.02
C -0.92399 -0.99371 -5.15123 0.0851 0.0499 0.2411 -0.04
C -1.64439 -2.04361 -3.02213 0.0632 0.0986 0.0536 -0.02
H 4.87481 -2.23611 -5.67323 0.0687 0.0058 -0.0729 0.10
H 3.11851 -2.17431 -5.65363 -0.1014 -0.0103 -0.0943 0.08
H 3.98641 -2.99361 -4.35523 0.0076 -0.1669 0.0393 0.10
H 6.25631 -0.95751 -4.22633 0.0197 0.0012 -0.0441 0.10
H 5.52511 -1.62701 -2.77843 0.0578 -0.0834 0.1253 0.09
H 5.63491 0.13149 -3.00273 0.0588 0.1049 0.1170 0.09
H 4.92311 0.29169 -5.88473 0.0501 0.0066 -0.0713 0.10
H 4.14401 1.29919 -4.66103 0.0290 0.1543 -0.0139 0.09
H 3.16181 0.37349 -5.79893 -0.0734 0.0018 -0.0960 0.08
H 4.03941 -0.33781 -1.49413 0.0976 0.0247 0.0419 0.11
H 1.50911 -0.93831 -4.88093 -0.0416 -0.0296 -0.1659 0.11
H -1.15769 1.31959 -3.72893 0.0050 0.1439 -0.0924 0.10
H -1.68159 0.61959 -2.19763 -0.1062 0.0727 0.0135 0.05
H -2.67779 0.43069 -3.64683 -0.1332 -0.0235 -0.0943 0.09
H -0.42769 -0.16071 -5.64423 0.0556 0.0687 -0.1046 0.09
H -1.95489 -1.01671 -5.49643 -0.0563 -0.0123 -0.0397 0.10
H -0.45049 -1.92591 -5.45253 0.0518 -0.0751 -0.0891 0.10
H -1.77979 -1.92441 -1.95173 -0.0803 -0.0935 0.0115 0.06
H -1.08149 -2.95511 -3.20893 0.0219 -0.1627 -0.0373 0.10
H -2.62089 -2.14751 -3.48493 -0.1371 -0.0374 -0.0875 0.09
C -2.06059 5.15759 0.36837 -0.5880 0.3758 0.0649 -0.01
N -0.89789 4.30209 0.52137 0.0380 0.4828 -0.0665 -0.18
C 0.39281 4.96689 0.52217 0.5816 0.2847 -0.0871 -0.01
C -0.98909 3.02439 0.59817 -0.0769 -0.8278 0.1484 -0.24
N -1.06059 1.87029 0.69737 0.2348 -0.1537 0.0437 0.09
H -1.86349 5.89749 -0.40883 -0.0278 -0.1352 -0.0360 0.11
H -2.25869 5.69249 1.30147 0.0193 -0.0668 -0.0644 0.10
H -2.93839 4.57409 0.09937 0.0506 -0.0051 -0.0230 0.10
H 0.33891 5.83169 1.18587 0.0456 -0.0863 -0.0151 0.11
H 0.62951 5.31109 -0.48773 0.0238 -0.0042 0.0903 0.11
H 1.17831 4.29739 0.86817 -0.0769 -0.0118 -0.0001 0.10
C 0.07401 3.38879 5.61337 -0.1408 0.1042 0.2139 0.00
C 0.32031 2.12609 4.88707 0.2146 -0.4609 -0.0460 -0.26
C 1.14731 1.05489 5.17347 -0.2620 0.1492 -0.2573 0.06
C 0.96561 0.12599 4.14267 0.0009 0.4117 0.2037 -0.33
N 0.09191 0.61589 3.26247 -0.2069 -0.1975 -0.9278 -0.08
N -0.29509 1.82069 3.72927 0.0795 0.2333 0.1519 0.05
C 1.62931 -1.19211 4.00397 0.0530 -0.0745 -0.0642 -0.03
H 1.00131 3.76339 6.04197 -0.0073 0.0581 -0.0584 0.10
H -0.62209 3.22579 6.43817 -0.0180 0.0011 -0.0455 0.10
H -0.34969 4.13939 4.94947 0.0120 0.1249 0.0345 0.08
H 1.80401 0.94929 6.01027 0.1401 0.0097 0.2555 0.13
H -1.01369 2.35279 3.26207 0.1143 -0.1493 -0.0131 0.14
H 2.70641 -1.07981 4.10137 0.0914 -0.0060 0.0401 0.10
H 1.42061 -1.63561 3.03737 0.0579 -0.0790 -0.0775 0.02
H 1.29071 -1.87401 4.78387 -0.0103 0.0071 0.0290 0.10
```
Forces are in eV/Å.

Expectation value of S²   8.7848
2S+1   6
Charge   +2
LUMO energy (alpha / beta)   -5.0878 / -7.9656 eV
Gap between HOMO and LUMO (alpha / beta)   8.716 / 6.163 eV
Highest occupied orbital energy (alpha / beta)   -13.80 / -14.13 eV

=====

Record 2
ORCA calculation (ωB97M-V/def2-TZVPD) on a cluster of 2 separate species, C5H4O2 in total.

Structure (XYZ):
```
11
Properties=species:S:1:pos:R:3:forces:R:3:lowdin_charge:R:1
O -0.68466 -0.60815 -2.27618 0.2613 0.1917 0.4872 0.13
C -0.28783 -0.29937 -1.19449 -0.1639 -0.1160 -0.2967 -0.47
C -0.71723 -0.47396 0.14225 0.0853 0.0702 0.3511 -0.03
C -0.33450 -0.12893 1.25934 0.0656 -0.0429 -0.4650 0.04
C 0.88819 0.60535 1.35568 0.2310 0.1432 -0.0775 -0.08
C 1.42740 0.84036 0.13258 0.0738 0.0513 0.1868 -0.10
O 0.91686 0.43790 -1.05067 0.1081 0.0555 0.0132 0.07
H 1.34937 0.95767 2.26694 0.0157 0.0124 -0.1085 0.10
H 2.34292 1.39386 -0.02828 -0.0086 -0.0081 0.0454 0.13
H -2.60436 -1.03274 -0.39504 -0.4039 -0.0661 -0.0947 0.10
H -2.30857 -1.69905 -0.25645 -0.2643 -0.2913 -0.0415 0.10
```
Forces are in eV/Å.

SMILES string   O=c1c#ccco1.[H][H]
Charge   0
LUMO energy   -0.1620 eV
Gap between HOMO and LUMO   9.507 eV
Highest occupied orbital energy   -9.67 eV

=====

Record 3
ORCA calculation (ωB97M-V/def2-TZVPD) on a structure of composition C38H65N2OP2SbSn.

Structure (XYZ):
```
110
Properties=species:S:1:pos:R:3:forces:R:3:lowdin_charge:R:1
Sn 0.39836 -1.44522 -0.53301 -0.1185 -0.1626 0.0950 1.13
C 4.57935 -3.26567 0.19346 -0.1732 0.0669 -0.0097 -0.25
P 3.36577 -2.63968 -1.03513 0.2306 -0.0223 -0.1033 0.81
C 4.38930 -1.40491 -1.93348 -0.1977 -0.0657 0.1342 -0.26
C 3.27183 -3.98764 -2.27559 -0.1282 0.0155 0.0406 -0.40
C 4.38333 -4.30509 -3.05178 -0.0469 -0.0345 0.0425 -0.08
C 4.29638 -5.25762 -4.05372 0.0642 -0.0170 -0.0444 -0.05
C 3.09400 -5.90381 -4.29033 -0.0048 -0.0160 -0.0237 -0.05
C 1.98359 -5.61145 -3.51405 -0.0715 -0.0119 0.0613 -0.08
C 2.06098 -4.66453 -2.49593 0.0596 0.2677 0.0294 -0.39
P 0.63499 -4.27471 -1.41688 0.1831 -0.4757 -0.0228 0.78
C 1.14631 -5.07924 0.16029 -0.2125 0.2493 -0.0128 -0.25
C -0.65680 -5.45997 -1.93636 -0.0046 0.3311 0.0047 -0.26
H 5.42688 -3.72327 -0.31626 0.0193 0.0054 -0.0123 0.05
H 4.12440 -4.00187 0.85462 0.0189 -0.0112 -0.0079 0.04
H 4.93595 -2.42927 0.79644 -0.0103 -0.0142 0.0111 0.04
H 5.44013 -1.69132 -1.93320 0.0214 -0.0147 -0.0748 0.06
H 4.29846 -0.43958 -1.44068 -0.0194 -0.0991 -0.0560 -0.01
H 4.03257 -1.31502 -2.95879 0.0253 0.0402 -0.0135 0.06
H 5.32926 -3.80498 -2.88520 -0.0056 0.0225 -0.0011 0.11
H 5.16641 -5.48404 -4.65547 -0.0106 -0.0230 0.0027 0.12
H 3.01614 -6.63997 -5.07905 0.0111 0.0054 -0.0020 0.12
H 1.05604 -6.13018 -3.71307 0.0122 -0.0086 -0.0071 0.10
H 1.64527 -6.02356 -0.05335 0.0313 0.0007 -0.0048 0.07
H 0.25279 -5.27379 0.75504 0.0263 0.0285 0.0314 0.05
H 1.81314 -4.43701 0.73610 0.0278 -0.0475 0.0143 0.01
H -0.25411 -6.47211 -1.93547 -0.0333 -0.0260 -0.0072 0.06
H -1.05017 -5.21265 -2.92097 -0.0043 -0.0389 -0.0069 0.05
H -1.46705 -5.40073 -1.21006 -0.0245 0.0009 -0.0250 0.04
C -4.09452 1.79206 4.31842 0.0125 -0.0341 0.0367 -0.02
C -3.68210 0.57571 3.54868 0.0379 -0.1223 -0.0857 -0.24
C -2.33878 0.20424 3.49841 0.0131 -0.0519 0.0668 0.00
C -1.90747 -0.87522 2.75103 -0.0330 -0.0236 -0.1304 -0.18
C -0.44635 -1.24365 2.81527 -0.0899 -0.0831 -0.0945 -0.05
C -2.86436 -1.62167 2.01893 0.0128 0.2370 0.1307 -0.12
C -2.48749 -2.63278 1.06404 -0.1829 0.0809 0.1960 -0.16
O -1.37974 -2.75800 0.53749 0.4071 -0.1479 -0.2330 -0.23
C -4.24263 -1.32854 2.15004 0.0953 -0.0369 -0.0887 -0.19
C -5.30876 -2.16562 1.49202 0.0203 -0.0202 -0.0379 -0.03
C -4.61609 -0.22003 2.88965 -0.0781 0.1397 0.1264 0.00
H -3.72047 1.73599 5.34145 -0.0413 0.0220 0.0141 0.10
H -5.17632 1.90452 4.34627 0.0091 0.0175 0.0175 0.09
H -3.65988 2.68895 3.87118 -0.0211 0.0115 -0.0082 0.09
H -1.61552 0.76812 4.07809 -0.0502 -0.0423 0.0009 0.12
H -0.09220 -1.13997 3.83998 0.0839 0.0871 -0.0215 0.11
H 0.15716 -0.57018 2.19265 0.0408 0.0251 0.0290 0.02
H -0.26151 -2.26313 2.49083 0.0132 -0.0588 0.1166 0.07
H -3.27400 -3.33418 0.75638 0.0828 -0.0026 -0.0153 0.14
H -5.24333 -2.12628 0.40282 -0.0655 0.0166 0.0071 0.09
H -6.29529 -1.81658 1.78782 -0.0028 0.0157 -0.0340 0.09
H -5.23049 -3.21273 1.78872 -0.0311 0.0110 0.0075 0.10
H -5.66701 0.03302 2.97774 0.0027 -0.0505 -0.0292 0.13
N -1.64837 -0.04280 -0.71248 -0.0948 0.0127 -0.0501 0.07
C -2.59821 0.61756 -0.83241 0.1200 -0.2143 -0.0680 -0.24
N -3.67860 1.31627 -0.99621 -0.0316 0.0176 -0.0272 -0.07
C -4.26204 1.42900 -2.34694 -0.1362 0.0735 -0.1912 -0.10
C -5.80059 1.35444 -2.28792 -0.0209 -0.0728 0.1759 -0.15
C -6.31727 1.35836 -0.84748 0.0528 0.1360 -0.0502 -0.19
C -5.64869 2.48594 -0.06643 -0.0058 -0.2082 -0.0814 -0.15
C -4.13771 2.24496 0.05485 -0.0382 0.1610 0.1153 -0.11
H -3.85191 0.62144 -2.95039 0.0369 0.0123 0.0178 0.13
H -3.93494 2.37113 -2.79392 0.0417 -0.0119 0.0635 0.13
H -6.15719 0.46486 -2.80552 0.0236 0.0224 -0.0483 0.11
H -6.21125 2.22130 -2.80561 -0.0149 -0.0334 -0.0535 0.12
H -6.11495 0.39942 -0.36414 -0.0185 -0.0439 0.0166 0.10
H -7.39711 1.49994 -0.85697 -0.0050 -0.0531 0.0377 0.12
H -6.06985 2.56904 0.93515 -0.0022 0.0675 -0.0057 0.11
H -5.83913 3.42917 -0.58111 0.0119 0.0286 0.0369 0.12
H -3.89241 1.78785 1.01303 0.0246 -0.0282 0.0021 0.11
H -3.59448 3.18786 -0.02633 0.0891 -0.0098 0.0037 0.12
C -0.77960 3.27398 0.79888 0.0640 -0.0417 -0.0170 -0.14
C 0.58504 3.16237 1.47128 0.1483 -0.2613 -0.1801 -0.68
C 1.15841 4.55968 1.70575 0.0224 -0.0025 -0.0364 -0.10
C 0.42051 2.41890 2.79683 0.0396 0.0145 -0.1133 -0.13
Sb 1.80037 1.81555 0.16627 0.1635 0.3752 0.0871 1.52
C 3.84406 1.88298 1.09964 -0.2847 -0.0202 -0.1864 -0.69
C 4.93817 1.87758 0.03857 -0.0806 0.0065 -0.0029 -0.12
C 3.88614 0.58811 1.91140 -0.0313 0.0279 -0.0543 -0.15
C 4.05836 3.08510 2.00804 -0.0234 -0.0321 -0.0193 -0.11
C 1.77225 2.82891 -1.83398 0.0256 -0.1137 0.3423 -0.70
C 2.96045 2.36417 -2.66791 -0.0334 -0.0047 0.0750 -0.12
C 1.77694 4.34989 -1.75383 0.0015 -0.0474 0.0031 -0.11
C 0.48339 2.31654 -2.47650 0.0092 0.0347 0.0254 -0.15
H -1.45968 3.82286 1.45941 -0.0347 0.0014 -0.0032 0.09
H -1.20073 2.28454 0.61286 -0.0689 -0.0061 -0.0070 0.04
H -0.72354 3.81455 -0.14688 -0.0729 0.0310 0.0335 0.06
H 0.34710 5.23438 1.99692 -0.0144 -0.0146 0.0353 0.09
H 1.62472 4.98364 0.81785 -0.0298 0.0329 0.0505 0.06
H 1.88701 4.56943 2.51175 0.0276 0.0144 -0.0239 0.07
H -0.20735 3.00881 3.47370 -0.0193 0.0024 0.0109 0.10
H 1.37895 2.26144 3.29436 -0.0247 -0.0304 0.0460 0.07
H -0.06029 1.44682 2.64751 0.0762 0.1935 0.0280 0.03
H 4.78605 1.11569 -0.72580 0.0665 0.1673 0.0491 0.03
H 5.90153 1.67523 0.51750 0.0027 0.0125 0.0235 0.10
H 5.01432 2.84990 -0.44859 0.0318 -0.0327 -0.0382 0.08
H 3.69813 -0.28366 1.27617 0.0374 -0.0323 0.0430 0.04
H 3.13510 0.59329 2.70589 0.0137 -0.0585 0.0123 0.07
H 4.86752 0.46373 2.37941 0.0111 0.0256 0.0113 0.10
H 3.92268 4.02295 1.47014 0.0065 0.0283 0.0526 0.08
H 5.08614 3.07273 2.38534 0.0036 -0.0497 0.0120 0.10
H 3.39527 3.06840 2.87202 0.0062 0.0547 0.0010 0.06
H 3.90511 2.72034 -2.26327 0.0062 -0.0399 -0.0618 0.06
H 2.86744 2.76428 -3.68264 -0.0371 -0.0101 -0.0050 0.10
H 2.99359 1.27586 -2.74887 0.0783 -0.0773 0.0013 0.06
H 2.65229 4.71717 -1.21564 -0.0150 0.0548 -0.0081 0.08
H 0.87892 4.74627 -1.28005 0.0440 0.0200 0.0308 0.07
H 1.82093 4.76560 -2.76596 -0.0175 -0.0130 -0.0127 0.10
H 0.49621 1.22408 -2.56185 -0.0440 0.0297 -0.0423 0.04
H 0.37887 2.72694 -3.48599 0.0218 0.0102 -0.0088 0.10
H -0.40243 2.60010 -1.90489 -0.0093 -0.0400 -0.0502 0.05
```
Forces are in eV/Å.

Charge   +2
LUMO energy   -6.4024 eV
Gap between HOMO and LUMO   5.970 eV
Highest occupied orbital energy   -12.37 eV